*i*
This record from the Open Molecules 2025 dataset describes a cluster of 4 separate species, C2H11O4 in total. The level of theory is the ωB97M-V functional and the def2-TZVPD basis.

Calculated values
LUMO = 4.121 eV

Structure (ORCA input):
```
! RIJCOSX wB97M-V def2-TZVPD def2/J DEFGRID3
* xyz -1 1
C 0.54 0.24 1.47
O 0.36 0.14 0.13
C 1.30 -0.92 2.17
H -0.41 0.24 1.96
H 1.14 1.14 1.61
H 0.74 -1.21 3.13
H 2.39 -0.77 2.40
H 1.41 -1.72 1.35
H -1.68 -1.13 -0.74
H -0.26 -1.59 -0.47
O -1.07 -1.96 -0.67
H 0.47 1.43 -2.36
H 0.89 1.28 -0.89
O 1.07 1.84 -1.68
H -2.44 0.95 -0.41
H -0.96 0.44 -0.60
O -1.90 0.61 -1.13
*
```

Here are the Mulliken charges for atoms 1 to 4, given in e:
1 C -0.26
2 O -0.93
3 C -0.91
4 H 0.24

---

*ii*
This record from the Open Molecules 2025 dataset describes a cluster of 4 separate species, C2H11O4 in total. The level of theory is the ωB97M-V functional and the def2-TZVPD basis.

Calculated values
LUMO = 4.095 eV

Structure (ORCA input):
```
! RIJCOSX wB97M-V def2-TZVPD def2/J DEFGRID3
* xyz -1 1
C -0.12 -0.96 1.14
O -0.38 -0.45 -0.11
C 1.43 -1.06 1.49
H -0.41 -2.04 1.19
H -0.60 -0.47 2.00
H 1.64 -1.08 2.58
H 1.87 -0.30 0.84
H 1.88 -2.01 1.24
H -2.08 1.87 -0.07
H -1.82 0.41 0.18
O -2.55 1.09 0.18
H -0.20 0.78 -2.67
H -1.30 0.09 -2.02
O -1.14 0.91 -2.53
H 1.16 1.85 -1.26
H 0.98 0.33 -0.97
O 1.64 1.03 -1.21
*
```

Here are the Mulliken charges for atoms 1 to 4, given in e:
1 C -0.22
2 O -0.88
3 C -0.96
4 H 0.19

---

Top of the stability list: *ii*, leading by 25.1 kJ/mol.

---

*i*
This record from the Open Molecules 2025 dataset describes a cluster of 2 separate species, C10H13O2 in total. The level of theory is the ωB97M-V functional and the def2-TZVPD basis.

Calculated values
LUMO = 3.102 eV

Structure (ORCA input):
```
! RIJCOSX wB97M-V def2-TZVPD def2/J DEFGRID3
* xyz -1 1
C -0.10 -1.10 -2.38
C 0.40 -1.00 -3.79
C -0.83 -2.47 -2.06
O -0.26 -3.17 -1.18
O -1.94 -2.67 -2.59
H 0.65 -1.08 -1.58
H -0.90 -0.40 -2.10
H 0.94 -1.90 -4.08
H 0.90 -0.06 -4.08
H -0.48 -0.74 -4.42
C -0.97 2.90 2.00
C -0.84 0.47 1.31
C -0.27 1.61 1.84
C -0.15 -0.74 1.28
C 1.07 1.54 2.29
C 1.14 -0.84 1.81
C 1.70 0.30 2.34
H -1.89 0.39 1.05
H -0.54 -1.65 0.84
H -0.35 3.69 2.41
H -1.79 2.83 2.73
H 1.57 2.40 2.71
H 1.69 -1.77 1.78
H 2.69 0.26 2.79
H -1.43 3.22 1.06
*
```

Here are the Mulliken charges for atoms 1 to 4, given in e:
1 C 0.03
2 C -1.14
3 C 0.46
4 O -0.75

---

*ii*
This record from the Open Molecules 2025 dataset describes a cluster of 2 separate species, C10H13O2 in total. The level of theory is the ωB97M-V functional and the def2-TZVPD basis.

Calculated values
LUMO = 3.069 eV

Structure (ORCA input):
```
! RIJCOSX wB97M-V def2-TZVPD def2/J DEFGRID3
* xyz -1 1
C 1.98 0.94 -0.74
C 1.54 2.40 -0.46
C 3.47 0.69 -0.37
O 3.95 -0.35 -0.87
O 4.03 1.54 0.36
H 1.53 0.25 -0.03
H 1.79 0.73 -1.79
H 1.72 2.65 0.59
H 0.47 2.56 -0.55
H 2.20 3.08 -1.01
C -2.45 -0.48 -1.58
C -0.60 -1.36 2.14
C -0.14 -1.99 0.97
C -1.72 -0.53 2.13
C -0.75 -1.71 -0.22
C -2.27 -0.19 0.87
C -1.75 -0.76 -0.29
H -0.07 -1.46 3.07
H 0.64 -2.75 0.99
H -2.17 -0.14 3.03
H -0.34 -2.10 -1.14
H -3.29 0.22 0.87
H -2.46 -1.33 -2.28
H -1.86 0.17 -2.27
H -3.44 -0.07 -1.41
*
```

Here are the Mulliken charges for atoms 1 to 4, given in e:
1 C 0.32
2 C -1.20
3 C 0.43
4 O -0.76

---

Top of the stability list: *i*, leading by 14.2 kJ/mol.

---

*i*
This record from the Open Molecules 2025 dataset describes an isolated molecule of C5H5N. The level of theory is the ωB97M-V functional and the def2-TZVPD basis.

Calculated values
<S²> = 2.007
LUMO (alpha / beta) = 1.146 / -2.369 eV

Structure (ORCA input):
```
! RIJCOSX wB97M-V def2-TZVPD def2/J DEFGRID3
* xyz 0 3
C -0.90 0.74 1.37
C -0.40 -0.39 1.62
C 0.92 -0.61 -1.77
C 0.21 0.33 0.48
C -0.10 -0.01 -0.87
N 0.91 0.61 -2.04
H -1.28 1.68 1.59
H -0.71 -1.33 2.01
H 1.34 -1.53 -1.97
H 1.16 0.74 0.61
H -1.14 -0.23 -1.02
*
```

Here are the Mulliken charges for atoms 1 to 4, given in e:
1 C -0.57
2 C -0.50
3 C -0.25
4 C -0.24

---

*ii*
This record from the Open Molecules 2025 dataset describes a structure of composition C5H5N. The level of theory is the ωB97M-V functional and the def2-TZVPD basis.

Calculated values
<S²> = 2.016
LUMO (alpha / beta) = 1.003 / -1.625 eV

Structure (ORCA input):
```
! RIJCOSX wB97M-V def2-TZVPD def2/J DEFGRID3
* xyz 0 3
C 1.91 -0.73 0.20
C 0.52 -0.89 0.50
C 1.75 0.23 -0.71
C -0.10 0.36 -0.04
C -1.61 0.67 -0.12
N 0.79 1.07 -0.76
H 2.83 -1.24 0.29
H 0.01 -1.77 1.08
H -2.22 -0.16 -0.62
H -1.88 1.63 -0.76
H -1.99 0.83 0.95
*
```

Here are the Mulliken charges for atoms 1 to 4, given in e:
1 C -0.26
2 C -0.37
3 C 0.14
4 C 0.44

---

Top of the stability list: *ii*, leading by 425.2 kJ/mol.

---

*i*
This record from the Open Molecules 2025 dataset describes a cluster of 3 separate species, C2H10N2O3 in total. The level of theory is the ωB97M-V functional and the def2-TZVPD basis.

Calculated values
LUMO = 0.404 eV
structure (SMILES) = NCC(N)=O.O.O

Structure (ORCA input):
```
! RIJCOSX wB97M-V def2-TZVPD def2/J DEFGRID3
* xyz 0 1
N 0.07 -1.53 -0.94
C 0.09 -0.52 0.15
C 0.50 0.88 -0.24
N -0.53 1.73 -0.49
O 1.65 1.28 -0.17
H 0.23 -2.42 -0.47
H 0.93 -1.44 -1.47
H 0.68 -0.84 1.02
H -0.95 -0.51 0.50
H -1.49 1.42 -0.46
H -0.36 2.72 -0.55
H -4.27 0.97 0.76
H -3.11 0.16 1.17
O -3.30 1.01 0.76
H 2.65 -0.58 -0.09
H 4.06 -1.08 0.15
O 3.15 -1.27 0.37
*
```

Here are the Mulliken charges for atoms 1 to 4, given in e:
1 N -0.67
2 C -0.38
3 C 0.86
4 N -0.35

---

*ii*
This record from the Open Molecules 2025 dataset describes a cluster of 3 separate species, C2H10N2O3 in total. The level of theory is the ωB97M-V functional and the def2-TZVPD basis.

Calculated values
LUMO (alpha / beta) = -0.228 / -1.210 eV

Structure (ORCA input):
```
! RIJCOSX wB97M-V def2-TZVPD def2/J DEFGRID3
* xyz 0 1
C 1.04 0.41 -0.48
C 1.62 1.67 0.14
N 1.43 -0.80 0.09
H 1.60 -0.73 1.09
H 0.73 -1.58 -0.09
H 1.11 0.38 -1.57
H -0.18 0.48 -0.35
H 2.70 1.70 0.00
H 1.41 1.71 1.21
H 1.19 2.56 -0.32
N -2.40 1.09 -0.10
O -0.76 -2.10 0.11
O -1.50 0.13 -0.18
O -0.92 -3.47 -0.17
H -1.22 -3.83 0.68
H -2.80 1.24 0.82
H -3.03 1.14 -0.89
*
```

Here are the Mulliken charges for atoms 1 to 4, given in e:
1 C 0.13
2 C -1.20
3 N -0.61
4 H 0.22

---

Top of the stability list: *i*, leading by 833.6 kJ/mol.